Entry from the Open Molecules 2025 dataset: a molecular structure, C28H68AsF6N4O13 in a non-equilibrium geometry (the ωB97M-V functional and the def2-TZVPD basis).

The energy above the lowest of the compared OMol25 structures with the same formula, charge and spin is 0.0 kJ/mol. As for the maximum force: 3.330 eV Å⁻¹. Its net charge is -1. The HOMO energy comes out at -5.0417 eV.

Geometry (Å):
As (0.94, -1.50, -0.22)
F (0.41, 0.04, 0.49)
F (0.90, -0.80, -1.92)
F (1.38, -3.11, -1.00)
F (0.94, -2.26, 1.39)
F (-0.79, -1.92, -0.38)
F (2.58, -1.09, 0.06)
C (0.80, 4.02, -0.18)
C (-0.43, 3.21, -0.29)
C (-0.50, 2.28, -1.46)
O (-1.81, 1.69, -1.48)
C (-1.96, 0.70, -2.50)
N (-0.79, 2.45, 0.90)
H (1.01, 4.54, -1.12)
H (1.72, 3.47, -0.02)
H (0.80, 4.79, 0.58)
H (-1.23, 3.95, -0.25)
H (0.37, 1.62, -1.41)
H (-0.34, 2.85, -2.37)
H (-2.98, 0.32, -2.59)
H (-1.44, -0.18, -2.12)
H (-1.61, 1.03, -3.48)
H (-0.19, 1.66, 0.70)
H (-0.19, 2.92, 1.57)
C (-2.06, -2.78, -3.56)
C (-2.59, -4.09, -4.09)
C (-3.99, -4.45, -3.61)
O (-4.05, -4.68, -2.19)
C (-3.51, -5.88, -1.76)
N (-2.36, -4.23, -5.50)
H (-2.23, -1.83, -4.06)
H (-0.99, -2.84, -3.35)
H (-2.42, -2.54, -2.55)
H (-1.85, -4.74, -3.64)
H (-4.25, -5.38, -4.12)
H (-4.72, -3.71, -3.93)
H (-3.99, -6.75, -2.22)
H (-3.44, -5.89, -0.67)
H (-2.49, -5.94, -2.14)
H (-1.41, -3.93, -5.64)
H (-2.86, -3.53, -6.03)
C (-3.57, -2.33, 1.04)
C (-3.77, -0.75, 1.25)
C (-4.30, -0.42, 2.67)
O (-4.47, 0.97, 2.79)
C (-5.29, 1.28, 4.02)
N (-2.49, -0.11, 0.88)
H (-2.85, -2.85, 1.68)
H (-3.17, -2.45, 0.03)
H (-4.56, -2.79, 1.04)
H (-4.59, -0.54, 0.56)
H (-3.66, -0.80, 3.47)
H (-5.28, -0.87, 2.78)
H (-5.28, 2.36, 4.14)
H (-4.86, 0.85, 4.93)
H (-6.30, 0.94, 3.80)
H (-2.20, -0.42, -0.04)
H (-1.74, -0.64, 1.30)
C (-2.15, 4.77, 4.78)
C (-1.98, 3.57, 3.74)
C (-1.81, 2.14, 4.48)
O (-1.76, 1.21, 3.44)
C (-0.97, 0.05, 3.81)
N (-3.12, 3.68, 2.85)
H (-2.03, 5.77, 4.36)
H (-1.29, 4.71, 5.44)
H (-3.09, 4.72, 5.33)
H (-1.13, 3.86, 3.11)
H (-2.56, 1.91, 5.24)
H (-0.87, 2.16, 5.03)
H (-1.52, -0.33, 4.68)
H (0.06, 0.34, 4.00)
H (-0.92, -0.74, 3.06)
H (-3.89, 3.75, 3.50)
H (-3.18, 4.60, 2.45)
C (2.58, 5.05, 5.54)
C (2.24, 4.83, 4.10)
O (2.94, 3.65, 3.72)
C (2.33, 2.50, 3.23)
O (1.16, 2.36, 2.98)
O (3.30, 1.53, 3.26)
C (2.95, 0.25, 2.72)
H (2.01, 4.56, 6.33)
H (2.37, 6.10, 5.73)
H (3.66, 4.96, 5.68)
H (2.51, 5.70, 3.51)
H (1.15, 4.85, 4.16)
H (3.84, -0.26, 2.34)
H (2.37, 0.44, 1.83)
H (2.31, -0.30, 3.41)
C (5.16, -8.78, -2.84)
C (5.31, -7.41, -3.47)
O (4.97, -6.49, -2.40)
C (4.92, -5.20, -2.60)
O (5.08, -4.63, -3.66)
O (4.52, -4.62, -1.46)
C (4.44, -3.17, -1.44)
H (6.03, -9.00, -2.23)
H (5.17, -9.61, -3.56)
H (4.29, -8.94, -2.19)
H (4.51, -7.21, -4.18)
H (6.26, -7.17, -3.95)
H (4.26, -2.80, -0.43)
H (3.71, -2.85, -2.17)
H (5.36, -2.75, -1.82)
C (1.52, 5.35, -4.00)
C (2.73, 5.12, -3.13)
O (2.78, 3.77, -2.59)
C (3.19, 2.68, -3.28)
O (3.68, 2.61, -4.39)
O (2.99, 1.68, -2.44)
C (3.41, 0.45, -2.78)
H (1.43, 6.41, -4.21)
H (0.64, 5.08, -3.40)
H (1.51, 4.87, -4.98)
H (2.41, 5.69, -2.25)
H (3.67, 5.40, -3.60)
H (3.39, -0.22, -1.91)
H (4.43, 0.41, -3.16)
H (2.70, 0.07, -3.52)



Entry from the Open Molecules 2025 dataset: 5 unconnected molecules or ions with the total composition C28H68N6O6S2 (the ωB97M-V functional and the def2-TZVPD basis).

The energy above the lowest of the compared OMol25 structures with the same formula, charge and spin is 0.0 kJ/mol. As for the maximum force: 0.968 eV Å⁻¹. The HOMO energy comes out at -8.3759 eV.

Geometry (Å):
C (9.21, -4.38, 1.35)
C (9.26, -3.50, 0.09)
C (7.88, -3.08, -0.44)
N (7.40, -1.88, 0.25)
C (6.35, -1.20, -0.34)
O (6.03, -1.29, -1.51)
O (5.77, -0.29, 0.49)
C (4.97, -0.81, 1.57)
C (3.51, -0.49, 1.32)
C (2.90, -1.39, 0.24)
S (1.17, -0.88, -0.03)
C (0.11, -2.26, -0.12)
S (-1.44, -1.91, -0.45)
N (0.53, -3.61, 0.12)
C (1.44, -4.18, -0.88)
C (1.09, -3.81, -2.32)
C (0.95, -3.90, 1.50)
C (0.03, -3.28, 2.56)
H (9.77, -5.31, 1.21)
H (8.19, -4.67, 1.60)
H (9.63, -3.86, 2.22)
H (9.77, -4.04, -0.71)
H (9.83, -2.59, 0.30)
H (7.18, -3.91, -0.27)
H (7.92, -2.87, -1.51)
H (7.22, -2.06, 1.23)
H (5.14, -1.89, 1.70)
H (5.29, -0.32, 2.49)
H (2.93, -0.58, 2.24)
H (3.46, 0.55, 0.99)
H (3.43, -1.25, -0.71)
H (2.97, -2.43, 0.56)
H (1.36, -5.27, -0.76)
H (2.48, -3.93, -0.68)
H (1.21, -4.68, -2.97)
H (0.06, -3.48, -2.42)
H (1.76, -3.03, -2.72)
H (1.99, -3.59, 1.68)
H (0.92, -4.99, 1.60)
H (-0.98, -3.15, 2.18)
H (-0.04, -3.96, 3.42)
H (0.41, -2.33, 2.93)
C (-3.83, 1.22, -3.02)
O (-2.43, 1.44, -2.94)
C (-2.04, 2.75, -2.61)
C (-2.05, 3.07, -1.10)
C (-3.45, 3.27, -0.53)
N (-1.34, 2.06, -0.30)
H (-4.34, 2.11, -3.41)
H (-4.25, 0.97, -2.04)
H (-4.00, 0.39, -3.70)
H (-1.02, 2.85, -2.97)
H (-2.66, 3.48, -3.15)
H (-1.51, 4.01, -0.99)
H (-3.96, 2.32, -0.38)
H (-3.40, 3.77, 0.43)
H (-4.06, 3.87, -1.21)
H (-0.37, 2.01, -0.61)
H (-1.72, 1.15, -0.53)
C (-7.34, -1.94, -4.32)
O (-6.33, -1.32, -3.56)
C (-6.18, -1.80, -2.23)
C (-5.32, -3.06, -2.09)
C (-6.02, -4.34, -2.52)
N (-4.04, -2.96, -2.80)
H (-8.20, -2.21, -3.70)
H (-6.97, -2.84, -4.83)
H (-7.66, -1.23, -5.08)
H (-5.68, -0.99, -1.69)
H (-7.17, -1.94, -1.77)
H (-5.09, -3.15, -1.02)
H (-6.06, -4.43, -3.60)
H (-5.48, -5.21, -2.14)
H (-7.05, -4.38, -2.13)
H (-3.51, -2.18, -2.44)
H (-4.23, -2.72, -3.77)
C (-4.26, 6.11, -4.29)
O (-4.82, 5.71, -3.06)
C (-4.59, 6.59, -1.97)
C (-5.56, 7.77, -1.87)
C (-5.29, 8.88, -2.88)
N (-6.96, 7.36, -1.98)
H (-3.30, 6.63, -4.15)
H (-4.93, 6.77, -4.85)
H (-4.09, 5.21, -4.88)
H (-4.71, 5.97, -1.08)
H (-3.55, 6.94, -1.98)
H (-5.42, 8.19, -0.87)
H (-5.65, 8.61, -3.87)
H (-5.82, 9.79, -2.58)
H (-4.23, 9.11, -2.94)
H (-7.19, 6.71, -1.23)
H (-7.07, 6.81, -2.83)
C (2.66, -1.17, 5.20)
O (4.08, -1.07, 5.17)
C (4.61, 0.21, 5.47)
C (4.73, 0.53, 6.96)
C (3.40, 0.87, 7.63)
N (5.39, -0.54, 7.72)
H (2.19, -0.25, 4.84)
H (2.29, -1.40, 6.20)
H (2.38, -1.99, 4.54)
H (5.61, 0.21, 5.04)
H (4.03, 0.99, 4.94)
H (5.36, 1.42, 7.03)
H (2.81, -0.03, 7.82)
H (3.58, 1.35, 8.59)
H (2.80, 1.55, 7.02)
H (6.33, -0.68, 7.36)
H (4.90, -1.41, 7.53)



Entry from the Open Molecules 2025 dataset: 5 unconnected molecules or ions with the total composition C28H68O18P4S in a non-equilibrium geometry (the ωB97M-V functional and the def2-TZVPD basis).

As for the maximum force: 2.995 eV Å⁻¹. The HOMO energy comes out at -10.0804 eV.

Geometry (Å):
C (7.54, 3.87, -4.72)
C (6.08, 4.08, -5.09)
O (5.46, 2.85, -5.45)
P (3.91, 2.62, -5.07)
O (3.18, 3.72, -4.42)
O (3.97, 1.30, -4.17)
C (2.70, 0.80, -3.71)
C (2.84, 0.45, -2.22)
O (3.23, 2.20, -6.44)
C (3.79, 1.14, -7.24)
C (3.12, 0.98, -8.58)
H (8.01, 4.84, -4.51)
H (7.61, 3.36, -3.76)
H (8.19, 3.42, -5.46)
H (5.56, 4.51, -4.23)
H (6.12, 4.86, -5.85)
H (1.91, 1.53, -3.83)
H (2.52, -0.09, -4.31)
H (3.85, 0.02, -2.15)
H (2.94, 1.33, -1.58)
H (2.17, -0.33, -1.88)
H (4.81, 1.47, -7.42)
H (3.83, 0.17, -6.73)
H (3.09, 1.96, -9.06)
H (3.67, 0.24, -9.16)
H (2.07, 0.72, -8.41)
C (-2.89, 3.53, -7.46)
C (-2.00, 2.30, -7.11)
O (-1.88, 2.39, -5.66)
P (-1.73, 1.05, -4.84)
O (-2.77, 0.05, -5.13)
O (-1.73, 1.70, -3.36)
C (-1.05, 1.20, -2.25)
C (-1.84, 0.06, -1.60)
O (-0.23, 0.46, -5.00)
C (-0.03, -0.63, -5.93)
C (-0.04, -1.96, -5.20)
H (-3.35, 3.31, -8.43)
H (-3.71, 3.46, -6.75)
H (-2.37, 4.48, -7.41)
H (-2.52, 1.41, -7.44)
H (-1.02, 2.41, -7.57)
H (0.00, 0.89, -2.35)
H (-0.95, 2.01, -1.51)
H (-1.68, -0.84, -2.20)
H (-1.50, -0.38, -0.66)
H (-2.86, 0.45, -1.64)
H (-0.86, -0.54, -6.63)
H (0.92, -0.56, -6.46)
H (0.22, -2.77, -5.88)
H (0.67, -1.99, -4.37)
H (-1.02, -2.22, -4.79)
C (0.61, -1.60, 5.24)
C (1.79, -1.45, 6.19)
O (2.10, -0.07, 6.35)
P (3.23, 0.40, 7.34)
O (4.34, -0.54, 7.52)
O (3.67, 1.85, 6.79)
C (4.31, 1.89, 5.50)
C (5.25, 3.08, 5.37)
O (2.33, 0.76, 8.58)
C (2.84, 1.64, 9.59)
C (3.96, 0.98, 10.41)
H (-0.10, -0.86, 5.60)
H (1.01, -1.18, 4.31)
H (0.27, -2.61, 5.06)
H (1.73, -1.92, 7.17)
H (2.63, -2.00, 5.73)
H (4.87, 0.96, 5.37)
H (3.50, 1.77, 4.77)
H (4.82, 4.01, 5.00)
H (5.73, 3.20, 6.34)
H (6.05, 2.78, 4.70)
H (3.14, 2.62, 9.24)
H (2.07, 1.73, 10.36)
H (3.44, 0.25, 11.04)
H (4.64, 0.40, 9.79)
H (4.46, 1.65, 11.10)
C (-3.77, -2.72, 2.43)
C (-4.54, -1.42, 2.21)
O (-5.57, -1.24, 3.20)
P (-7.03, -1.89, 3.03)
O (-7.05, -3.34, 3.07)
O (-7.97, -1.16, 4.08)
C (-8.00, 0.26, 4.28)
C (-7.00, 0.67, 5.33)
O (-7.47, -1.24, 1.61)
C (-8.89, -1.19, 1.37)
C (-9.07, -1.15, -0.16)
H (-2.93, -2.84, 1.75)
H (-3.57, -2.89, 3.48)
H (-4.45, -3.52, 2.10)
H (-3.91, -0.55, 2.34)
H (-5.02, -1.41, 1.23)
H (-7.65, 0.65, 3.31)
H (-8.98, 0.73, 4.40)
H (-6.69, 1.72, 5.25)
H (-7.36, 0.50, 6.35)
H (-6.12, 0.04, 5.25)
H (-9.46, -2.02, 1.78)
H (-9.29, -0.30, 1.87)
H (-10.11, -1.13, -0.45)
H (-8.58, -0.23, -0.47)
H (-8.51, -2.00, -0.55)
O (-0.80, -5.19, -0.15)
S (-0.14, -4.07, 0.51)
O (-0.90, -2.89, 0.80)
C (0.92, -4.69, 1.86)
C (2.26, -4.03, 1.62)
C (2.57, -4.01, 0.15)
C (1.25, -3.56, -0.53)
H (1.01, -5.76, 1.68)
H (0.52, -4.67, 2.87)
H (2.31, -2.99, 1.94)
H (2.96, -4.63, 2.21)
H (2.75, -5.03, -0.21)
H (3.41, -3.34, -0.03)
H (0.99, -4.03, -1.48)
H (1.24, -2.49, -0.73)



Entry from the Open Molecules 2025 dataset: 6 unconnected molecules or ions with the total composition C28H70BNO10 in a non-equilibrium geometry (the ωB97M-V functional and the def2-TZVPD basis).

The energy above the lowest of the compared OMol25 structures with the same formula, charge and spin is 440.7 kJ/mol. As for the maximum force: 3.700 eV Å⁻¹. The HOMO energy comes out at -9.2009 eV.

Geometry (Å):
C (2.01, -2.20, 3.95)
C (2.11, -2.88, 2.42)
C (2.36, -1.76, 1.26)
C (1.01, -1.25, 0.47)
B (-0.33, -1.11, 1.41)
N (-1.39, -0.02, 1.33)
C (-1.73, 0.50, 2.70)
C (-3.17, 0.00, 3.31)
C (-3.65, -1.49, 2.81)
C (-2.93, -2.74, 3.60)
H (2.48, -1.11, 3.88)
H (0.84, -2.01, 4.11)
H (2.48, -2.87, 4.78)
H (1.19, -3.58, 2.22)
H (3.06, -3.60, 2.49)
H (3.01, -0.87, 1.69)
H (3.05, -2.28, 0.43)
H (0.77, -2.05, -0.38)
H (1.30, -0.25, -0.10)
H (-0.52, -1.97, 2.22)
H (-0.91, 0.80, 0.84)
H (-1.80, 1.69, 2.60)
H (-0.89, 0.31, 3.52)
H (-4.02, 0.75, 3.03)
H (-3.04, -0.06, 4.49)
H (-3.55, -1.65, 1.63)
H (-4.81, -1.56, 3.03)
H (-3.51, -3.02, 4.60)
H (-3.04, -3.70, 2.90)
H (-1.81, -2.57, 3.87)
C (-1.72, -4.66, 6.74)
O (-3.12, -4.41, 6.75)
C (-3.88, -5.55, 6.33)
C (-4.48, -6.29, 7.53)
O (-3.47, -6.88, 8.35)
C (-3.19, -6.11, 9.51)
H (-1.22, -3.86, 7.29)
H (-1.47, -5.61, 7.22)
H (-1.35, -4.66, 5.71)
H (-3.27, -6.23, 5.73)
H (-4.70, -5.18, 5.70)
H (-5.11, -7.10, 7.17)
H (-5.12, -5.62, 8.13)
H (-3.99, -6.25, 10.24)
H (-3.08, -5.05, 9.29)
H (-2.26, -6.48, 9.95)
C (-0.95, 3.21, -1.89)
O (0.16, 2.34, -1.73)
C (0.14, 1.25, -2.66)
C (1.08, 1.49, -3.84)
O (0.64, 2.58, -4.65)
C (1.37, 3.78, -4.38)
H (-0.75, 4.13, -1.34)
H (-1.13, 3.46, -2.94)
H (-1.85, 2.74, -1.46)
H (-0.89, 1.06, -3.01)
H (0.47, 0.36, -2.11)
H (1.09, 0.60, -4.47)
H (2.11, 1.65, -3.49)
H (2.36, 3.71, -4.84)
H (1.47, 3.97, -3.31)
H (0.83, 4.61, -4.84)
C (8.60, -0.90, 4.53)
O (7.38, -0.49, 3.92)
C (7.08, -1.25, 2.75)
C (6.02, -2.32, 3.04)
O (6.52, -3.32, 3.92)
C (6.06, -3.13, 5.26)
H (8.65, -0.47, 5.53)
H (8.66, -1.99, 4.63)
H (9.45, -0.54, 3.95)
H (7.98, -1.70, 2.33)
H (6.68, -0.55, 2.01)
H (5.76, -2.82, 2.10)
H (5.10, -1.86, 3.43)
H (5.01, -3.44, 5.34)
H (6.16, -2.09, 5.59)
H (6.66, -3.76, 5.92)
C (-6.15, 0.56, -6.26)
O (-5.02, -0.21, -6.65)
C (-3.82, 0.56, -6.65)
C (-2.98, 0.29, -5.39)
O (-3.64, 0.77, -4.21)
C (-4.27, -0.29, -3.49)
H (-6.98, -0.13, -6.04)
H (-5.96, 1.15, -5.37)
H (-6.45, 1.21, -7.09)
H (-4.04, 1.63, -6.75)
H (-3.24, 0.25, -7.52)
H (-2.04, 0.84, -5.47)
H (-2.74, -0.77, -5.30)
H (-3.52, -0.86, -2.95)
H (-4.85, -0.95, -4.14)
H (-4.95, 0.16, -2.76)
C (2.59, 8.74, -8.15)
O (1.63, 8.09, -8.98)
C (1.71, 6.66, -8.90)
C (0.61, 6.10, -7.99)
O (0.81, 6.50, -6.63)
C (-0.05, 7.57, -6.26)
H (2.32, 9.79, -8.08)
H (2.62, 8.31, -7.15)
H (3.58, 8.66, -8.61)
H (2.71, 6.35, -8.55)
H (1.57, 6.27, -9.91)
H (0.67, 5.01, -8.01)
H (-0.38, 6.39, -8.35)
H (-1.07, 7.20, -6.11)
H (-0.05, 8.37, -7.00)
H (0.31, 7.99, -5.31)



What are the frontier orbital gap values for these records? In order: 7.455 8.368 10.287 9.835 eV.